(1)
ORCA calculation (wB97M-V/def2-TZVPD) on a molecular structure, C43H27Br4IrN2O7P2Te.

Output
Spin multiplicity = 6
Energy = -13642.0560 hartree
Total charge = -1
Relative energy (zero: lowest compared OMol25 entry of this formula, charge and spin) = 2.556 eV
Maximum force = 0.72 eV/A

CARTESIAN COORDINATES (ANGSTROEM)
Ir1 -0.438 0.182 0.440
Te1 -3.023 2.580 0.403
Br1 -2.023 -6.075 -2.938
Br2 -4.831 -4.361 -3.116
Br3 0.603 -4.751 -1.345
Br4 -5.026 -1.376 -1.635
P1 0.102 2.418 1.096
P2 -0.691 1.637 -1.524
O1 -0.480 -0.599 2.576
O2 1.703 -0.211 -1.785
O3 0.729 -1.315 4.311
O4 -0.129 -2.067 -0.240
O5 3.797 0.585 -1.731
O6 -2.426 -0.735 -0.295
O7 5.491 -0.955 2.804
N1 1.775 -0.460 1.049
N2 -4.894 6.658 -1.660
C1 -2.369 -1.854 -0.864
C2 -3.820 4.351 -0.447
C3 -1.049 -3.868 -1.458
C4 -1.060 4.388 2.733
C5 2.819 5.356 0.230
C6 -2.137 -4.381 -2.112
C7 4.030 3.505 1.170
C8 0.589 -0.941 3.145
C9 1.708 0.848 -2.758
C10 -1.105 -2.589 -0.821
C11 -3.092 3.685 -4.166
C12 3.091 -0.990 2.966
C13 4.262 -0.809 2.236
C14 -5.152 4.414 -0.846
C15 2.795 -0.016 -1.040
C16 1.638 4.643 0.349
C17 4.019 4.782 0.634
C18 1.646 3.353 0.868
C19 -2.130 3.398 -3.214
C20 3.210 1.094 -2.957
C21 2.734 3.515 -2.958
C22 -1.879 2.080 -2.840
C23 -0.107 2.487 3.851
C24 3.605 2.523 -3.148
C25 2.844 2.793 1.296
C26 -3.622 6.595 -1.275
C27 2.915 -0.343 0.318
C28 -2.601 1.053 -3.437
C29 -3.805 2.652 -4.764
C30 -3.047 5.488 -0.673
C31 -1.033 2.847 -0.209
C32 -0.421 3.149 2.671
C33 1.380 3.264 -2.476
C34 -0.434 3.050 5.079
C35 -3.357 -3.649 -2.181
C36 -5.630 5.573 -1.436
C37 -3.558 1.338 -4.403
C38 4.193 -0.486 0.897
C39 0.910 2.029 -2.290
C40 1.874 -0.800 2.321
C41 -1.078 4.275 5.131
C42 -1.389 4.946 3.954
C43 -3.468 -2.421 -1.577
H1 5.371 -1.193 3.732
H2 1.254 0.429 -3.660
H3 0.368 1.517 3.831
H4 -1.995 5.492 -0.410
H5 3.044 4.544 -3.089
H6 2.808 6.362 -0.173
H7 -3.023 7.483 -1.456
H8 -3.301 4.715 -4.427
H9 4.943 5.338 0.535
H10 0.778 4.117 -2.197
H11 0.695 5.076 0.035
H12 3.581 0.470 -3.775
H13 -1.895 5.903 3.986
H14 -5.815 3.566 -0.731
H15 3.067 -1.259 4.013
H16 -1.346 4.708 6.087
H17 2.854 1.800 1.725
H18 4.635 2.725 -3.411
H19 -6.666 5.623 -1.759
H20 -4.123 0.530 -4.849
H21 -1.306 4.915 1.817
H22 -1.595 4.203 -2.726
H23 -2.441 0.031 -3.115
H24 -4.563 2.878 -5.504
H25 5.092 -0.374 0.312
H26 -0.200 2.510 5.986
H27 4.961 3.052 1.489



(2)
ORCA calculation (wB97M-V/def2-TZVPD) on a single C3H9N2P3 molecule at a distorted geometry.

Output
Spin multiplicity = 1
Energy = -1253.1770 hartree
SMILES = PNP/N=P/C1CC1
Total charge = 0
Relative energy (zero: lowest compared OMol25 entry of this formula, charge and spin) = 0.699 eV
Maximum force = 4.92 eV/A

CARTESIAN COORDINATES (ANGSTROEM)
P1 -2.201 -1.192 -0.017
P2 0.898 -1.139 0.496
P3 -4.544 0.738 0.055
N1 -0.624 -0.807 -0.049
N2 -2.871 0.330 -0.270
C1 3.360 -0.164 -0.828
C2 1.968 0.167 -0.310
C3 3.243 0.549 0.443
H1 3.300 0.114 1.429
H2 3.552 0.295 -1.787
H3 3.652 -1.148 -0.708
H4 1.428 1.018 -0.735
H5 -4.471 0.578 1.460
H6 -2.692 -1.163 1.359
H7 3.340 1.680 0.569
H8 -2.486 0.828 -1.191
H9 -4.852 -0.684 0.087



(3)
ORCA calculation (wB97M-V/def2-TZVPD) on 2 unconnected molecules or ions with the total composition C12H21BN3O4 at a distorted geometry.

Output
Spin multiplicity = 1
Energy = -959.8436 hartree
Total charge = -1
Maximum force = 1.82 eV/A

CARTESIAN COORDINATES (ANGSTROEM)
O1 3.150 5.315 -1.463
O2 3.716 3.531 -0.428
O3 0.864 -1.794 1.326
O4 2.321 3.366 -2.154
N1 0.956 0.680 1.488
N2 -4.069 -0.342 1.319
N3 -3.503 -0.159 0.084
C1 -2.072 -0.681 2.541
C2 1.069 -2.598 -2.902
C3 -1.365 -0.495 1.267
C4 2.356 0.587 1.005
C5 -0.820 -1.436 -1.708
C6 -1.543 -0.105 -1.248
C7 1.019 0.967 2.951
C8 -0.666 1.170 -1.365
C9 -3.432 -0.604 2.472
C10 3.036 4.048 -1.382
C11 -2.184 -0.264 0.127
C12 0.612 -1.262 -2.231
B1 0.219 -0.571 1.356
H1 -5.073 -0.268 1.334
H2 2.516 -0.200 0.261
H3 1.285 -1.102 -1.385
H4 0.331 1.089 -0.937
H5 -2.325 0.031 -2.004
H6 0.500 -3.449 -2.505
H7 1.571 0.158 3.461
H8 -0.610 1.485 -2.412
H9 -0.880 -2.151 -0.877
H10 2.118 -2.804 -2.653
H11 -4.030 -0.756 3.370
H12 1.575 1.901 3.082
H13 -1.203 1.980 -0.850
H14 0.970 -2.543 -3.991
H15 -1.593 -0.893 3.489
H16 -1.402 -1.887 -2.527
H17 0.193 -2.487 1.364
H18 0.016 1.061 3.385
H19 0.701 -0.477 -2.983
H20 2.593 1.543 0.512
H21 3.085 0.414 1.810



(4)
ORCA calculation (wB97M-V/def2-TZVPD) on 4 unconnected molecules or ions with the total composition C17H29F7NO11PS.

Output
Spin multiplicity = 1
Energy = -2986.1742 hartree
SMILES = CP(O)OC(=O)N(C(F)(F)C(F)F)S(=O)(=O)C(F)(F)F.CCOC(C)=O.CCOC(C)=O.CCOC(C)=O
Total charge = 0
Maximum force = 0.83 eV/A

CARTESIAN COORDINATES (ANGSTROEM)
S1 -2.921 -3.163 -1.484
P1 0.437 -0.702 -0.341
F1 -5.456 -1.775 1.265
F2 -3.807 -4.070 0.860
F3 -3.478 0.411 -0.189
F4 -4.069 -5.335 -0.878
F5 -4.892 -1.013 -1.036
F6 -5.380 -3.646 -0.575
F7 -4.072 -0.280 2.060
O1 -6.544 3.835 6.815
O2 -1.702 -3.886 -1.331
O3 -5.819 3.000 4.921
O4 -2.464 -0.166 -2.556
O5 2.477 -1.409 -2.127
O6 -3.534 -3.038 -2.761
O7 -0.585 -1.011 -1.719
O8 -0.620 -0.253 0.832
O9 3.994 -1.158 -3.685
O10 6.804 1.533 -3.089
O11 5.823 1.974 -1.188
N1 -2.653 -1.633 -0.745
C1 -1.888 -0.830 -1.774
C2 5.948 -2.356 -4.542
C3 4.687 -1.971 -1.462
C4 -6.774 2.031 2.888
C5 -4.181 -1.343 1.224
C6 0.729 -2.438 0.167
C7 -5.729 1.926 3.978
C8 4.693 3.868 -0.135
C9 5.685 2.737 0.019
C10 5.372 -1.032 -4.086
C11 6.673 2.307 -2.177
C12 3.642 -1.478 -2.437
C13 7.363 3.648 -2.156
C14 -3.812 -0.884 -0.239
C15 -6.641 2.968 5.991
C16 -4.151 -4.093 -0.427
C17 -7.698 1.891 6.084
H1 -7.895 1.709 7.137
H2 -1.094 -0.986 1.244
H3 -6.693 2.993 2.383
H4 -6.632 1.237 2.154
H5 3.728 3.478 -0.458
H6 -8.611 2.266 5.620
H7 6.660 3.086 0.364
H8 -7.785 1.949 3.290
H9 6.968 -2.212 -4.900
H10 4.734 -3.058 -1.528
H11 5.678 -1.562 -1.631
H12 -3.503 -2.116 1.589
H13 6.738 4.361 -2.693
H14 5.349 -0.326 -4.914
H15 5.326 2.018 0.754
H16 7.561 4.034 -1.160
H17 5.970 -3.087 -3.733
H18 -7.426 0.951 5.613
H19 0.494 -3.089 -0.675
H20 5.025 4.596 -0.876
H21 8.307 3.548 -2.685
H22 5.350 -2.776 -5.351
H23 4.366 -1.696 -0.460
H24 -4.733 2.020 3.548
H25 0.120 -2.743 1.022
H26 1.795 -2.539 0.380
H27 -5.764 0.962 4.488
H28 4.560 4.384 0.816
H29 5.950 -0.566 -3.301



(5)
ORCA calculation (wB97M-V/def2-TZVPD) on 2 unconnected molecules or ions with the total composition C14H37ClN3O2PSi at a distorted geometry.

Output
Spin multiplicity = 1
Energy = -1961.1477 hartree
SMILES = CN(C)P(=O)(N(C)C)N(C)C.COCCCC[SiH2]CCCCl
Total charge = 0
Relative energy (zero: lowest compared OMol25 entry of this formula, charge and spin) = 7.316 eV
Maximum force = 9.21 eV/A

CARTESIAN COORDINATES (ANGSTROEM)
Cl1 0.363 4.650 0.700
P1 -2.209 -1.291 1.983
Si1 2.763 -0.227 -1.397
O1 -1.128 -1.920 1.070
O2 5.220 3.211 -2.968
N1 -3.450 -0.568 3.034
N2 -3.227 -0.916 0.635
N3 -2.659 -2.853 2.561
C1 1.208 0.970 -1.438
C2 3.105 -0.705 -3.230
C3 -3.737 0.852 2.712
C4 -2.577 -0.707 -0.665
C5 4.322 3.591 -1.866
C6 -3.969 -3.345 2.956
C7 5.482 0.706 -3.374
C8 -1.629 -3.524 3.369
C9 1.080 1.902 -0.087
C10 -3.031 -0.537 4.454
C11 0.245 3.269 -0.568
C12 4.683 -0.693 -3.673
C13 4.663 2.074 -3.754
C14 -4.537 -1.504 0.401
H1 5.917 0.704 -2.265
H2 -3.773 -0.020 5.075
H3 6.447 0.692 -4.077
H4 -5.193 -1.392 1.268
H5 2.123 2.155 0.392
H6 -2.322 -1.661 -1.138
H7 3.508 2.034 -3.571
H8 4.638 4.699 -1.552
H9 3.894 0.431 -0.718
H10 -1.669 -0.108 -0.557
H11 -2.064 -0.036 4.570
H12 -1.816 -4.599 3.458
H13 -0.913 2.998 -0.645
H14 -4.457 1.278 3.420
H15 2.605 -1.750 -3.507
H16 1.422 1.694 -2.362
H17 2.466 -1.454 -0.626
H18 -5.068 -0.981 -0.404
H19 -4.312 -2.943 3.910
H20 -1.565 -3.103 4.372
H21 -4.463 -2.558 0.118
H22 0.234 0.315 -1.613
H23 4.830 2.369 -4.890
H24 0.358 1.372 0.700
H25 4.757 -1.078 -4.784
H26 3.188 3.651 -2.146
H27 0.563 3.626 -1.647
H28 -0.639 -3.432 2.916
H29 -4.743 -3.157 2.213
H30 -2.946 -1.534 4.885
H31 -3.225 -0.152 -1.350
H32 -3.963 -4.435 3.054
H33 2.559 0.101 -3.906
H34 4.438 2.935 -0.905
H35 -4.197 0.983 1.729
H36 -2.820 1.454 2.740
H37 5.220 -1.529 -3.013